1.
Below is 3 unconnected molecules or ions with the total composition C5H15NO2, with properties calculated with wB97M-V/def2-TZVPD.

Each line ends with the Löwdin charge.
Cartesian coordinates (Å):
1 C 0.604 -2.175 -2.356  -0.14
2 C -0.184 -0.904 -2.707  -0.21
3 C -0.514 -0.134 -1.378  -0.33
4 C -1.183 1.163 -1.523  -0.08
5 C -0.196 -0.580 -0.141  -0.15
6 N -0.433 0.138 1.123  -0.01
7 H 0.385 -2.920 -3.182  0.09
8 H 1.669 -1.914 -2.235  0.08
9 H 0.287 -2.686 -1.481  0.03
10 H 0.548 -0.286 -3.176  0.09
11 H -1.093 -1.217 -3.296  0.12
12 H -2.237 1.031 -0.945  0.13
13 H -1.465 1.185 -2.654  0.11
14 H -0.510 1.815 -1.064  0.05
15 H -0.027 -1.584 0.210  0.09
16 H 0.381 0.643 1.265  0.00
17 H -1.072 0.976 1.040  0.07
18 O 0.249 2.564 2.423  0.05
19 H -0.439 2.692 2.816  -0.12
20 H 0.980 2.397 3.084  0.10
21 O 1.209 -0.473 3.119  -0.08
22 H 2.101 -0.764 2.815  0.06
23 H 0.692 -1.274 3.241  0.04

Its energy above the lowest of the compared OMol25 structures with the same formula, charge and spin is 380.6 kJ/mol. As for the electronic energy: -11010.002 eV. As for the spin multiplicity: 1. Its total charge is 0. The max |F| comes out at 15.48 eV/A. The calculation puts the HOMO energy at -8.234 eV. The SMILES is CC/C(C)=C/N.O.O.


2.
Below is 3 unconnected molecules or ions with the total composition C5H15NO2, with properties calculated with wB97M-V/def2-TZVPD.

Each line ends with the Löwdin charge.
Cartesian coordinates (Å):
1 C -0.028 3.050 -0.302  -0.05
2 N -0.940 2.805 0.543  -0.04
3 C -1.091 1.656 1.430  -0.28
4 C -0.777 0.194 1.038  -0.17
5 C 0.779 -0.255 0.631  -0.31
6 C 2.022 0.048 1.373  -0.16
7 H -0.051 4.046 -0.737  0.06
8 H 0.725 2.455 -0.673  0.03
9 H -0.686 1.900 2.441  0.11
10 H -2.221 1.745 1.657  0.12
11 H -1.430 -0.381 0.196  0.13
12 H -0.926 -0.405 2.019  0.11
13 H 0.931 0.143 -0.504  0.12
14 H 0.786 -1.303 0.342  0.07
15 H 2.956 -0.151 0.782  0.09
16 H 1.906 1.066 1.867  0.08
17 H 1.948 -0.550 2.327  0.08
18 O 0.096 -4.141 -1.775  -0.01
19 H -0.703 -4.517 -1.366  0.05
20 H 0.222 -4.640 -2.501  -0.04
21 O -0.813 -0.734 -2.958  -0.06
22 H -1.071 -1.356 -2.315  -0.02
23 H -1.634 -0.675 -3.515  0.06

Its energy above the lowest of the compared OMol25 structures with the same formula, charge and spin is 341.0 kJ/mol. As for the electronic energy: -11010.412 eV. As for the spin multiplicity: 1. Its total charge is 0. The max |F| comes out at 5.52 eV/A. The calculation puts the HOMO energy at -8.922 eV. The SMILES is C=NCCCC.O.O.


3.
Below is 2 unconnected molecules or ions with the total composition C5H15NO2, with properties calculated with wB97M-V/def2-TZVPD.

Each line ends with the Löwdin charge.
Cartesian coordinates (Å):
1 C -0.309 2.302 0.478  -0.15
2 N -0.709 0.999 0.986  -0.16
3 C -1.042 -0.107 -0.052  -0.19
4 C 0.138 -0.746 -0.780  -0.24
5 C 0.867 -1.902 0.000  -0.14
6 C 2.355 -1.920 -0.696  -0.25
7 O 2.244 -1.297 -1.934  -0.14
8 H 0.785 2.309 0.265  0.08
9 H -0.928 2.466 -0.388  0.07
10 H -0.556 3.126 1.179  0.08
11 H -0.206 0.785 1.802  0.08
12 H -1.774 0.290 -0.823  0.12
13 H -1.681 -0.849 0.609  0.14
14 H 0.878 -0.008 -1.047  0.09
15 H -0.064 -1.057 -1.811  0.11
16 H 0.845 -1.692 1.068  0.08
17 H 0.302 -2.951 -0.210  0.14
18 H 2.939 -2.891 -0.840  0.12
19 H 3.051 -1.159 -0.193  0.13
20 H 1.954 -1.795 -2.678  0.08
21 O -3.197 2.230 1.986  -0.02
22 H -3.543 2.010 1.180  -0.02
23 H -2.349 1.854 1.901  -0.04

Its energy above the lowest of the compared OMol25 structures with the same formula, charge and spin is 272.3 kJ/mol. As for the electronic energy: -11011.124 eV. As for the spin multiplicity: 1. Its total charge is 0. The max |F| comes out at 3.71 eV/A. The calculation puts the HOMO energy at -8.848 eV. The SMILES is CNCCCCO.O.


4.
Below is 2 unconnected molecules or ions with the total composition C5H15NO2, with properties calculated with wB97M-V/def2-TZVPD.

Each line ends with the Löwdin charge.
Cartesian coordinates (Å):
1 C -2.042 0.462 0.212  -0.04
2 C -0.671 -0.031 -0.410  -0.33
3 C -0.441 -1.514 -0.244  -0.23
4 O -0.764 -2.048 -1.549  -0.09
5 N 0.545 0.658 0.125  -0.25
6 C 0.584 2.081 -0.184  -0.10
7 C 0.644 0.502 1.608  -0.07
8 H -2.431 1.436 -0.006  0.06
9 H -1.899 0.385 1.310  0.06
10 H -2.815 -0.306 0.092  0.08
11 H -0.735 0.258 -1.466  0.14
12 H -1.186 -2.140 0.318  0.14
13 H 0.487 -1.911 0.101  0.09
14 H -0.073 -2.513 -2.019  0.07
15 H 0.980 2.403 -1.134  0.08
16 H 1.098 2.647 0.592  0.07
17 H -0.479 2.470 -0.034  0.09
18 H 0.834 -0.573 1.766  0.09
19 H 1.575 0.971 1.845  0.08
20 H -0.243 0.785 2.159  0.07
21 O 2.292 -1.647 -1.283  -0.07
22 H 3.096 -1.391 -0.808  0.05
23 H 1.641 -0.984 -0.992  0.00

Its energy above the lowest of the compared OMol25 structures with the same formula, charge and spin is 221.9 kJ/mol. As for the electronic energy: -11011.646 eV. As for the spin multiplicity: 1. Its total charge is 0. The max |F| comes out at 3.94 eV/A. The calculation puts the HOMO energy at -8.930 eV. The SMILES is C[C@H](CO)N(C)C.O.


5.
Below is 2 unconnected molecules or ions with the total composition C5H15NO2, with properties calculated with wB97M-V/def2-TZVPD.

Each line ends with the Löwdin charge.
Cartesian coordinates (Å):
1 C 0.277 -0.077 2.047  -0.05
2 C 0.489 0.212 0.559  -0.36
3 C 0.371 1.714 0.224  -0.20
4 O 1.712 2.195 0.004  -0.08
5 N -0.360 -0.569 -0.355  -0.25
6 C 0.150 -1.912 -0.499  -0.11
7 C -1.771 -0.546 0.014  -0.08
8 H 0.189 -1.161 2.150  0.07
9 H -0.650 0.392 2.381  0.07
10 H 1.066 0.296 2.693  0.08
11 H 1.532 0.067 0.299  0.14
12 H -0.022 2.294 1.068  0.12
13 H -0.228 1.878 -0.642  0.09
14 H 1.645 3.027 -0.479  0.08
15 H 1.059 -2.023 -1.084  0.09
16 H -0.585 -2.574 -0.948  0.08
17 H 0.234 -2.463 0.456  0.08
18 H -1.988 -0.757 1.068  0.08
19 H -2.208 0.382 -0.339  0.09
20 H -2.289 -1.387 -0.457  0.08
21 O 0.429 0.606 -2.952  -0.06
22 H -0.306 0.233 -2.469  0.01
23 H 1.255 0.173 -2.741  0.03

Its energy above the lowest of the compared OMol25 structures with the same formula, charge and spin is 156.4 kJ/mol. As for the electronic energy: -11012.325 eV. As for the spin multiplicity: 1. Its total charge is 0. The max |F| comes out at 1.72 eV/A. The calculation puts the HOMO energy at -8.835 eV. The SMILES is C[C@H](CO)N(C)C.O.


6.
Below is 3 unconnected molecules or ions with the total composition C5H15NO2, with properties calculated with wB97M-V/def2-TZVPD.

Each line ends with the Löwdin charge.
Cartesian coordinates (Å):
1 C -0.780 2.806 0.353  -0.05
2 C 0.389 1.964 0.703  0.02
3 C 0.179 0.757 1.509  -0.15
4 C 0.014 -0.512 0.627  -0.25
5 N -0.221 -1.784 1.347  -0.11
6 C -0.567 -2.822 0.372  -0.14
7 H -1.402 2.416 -0.457  0.12
8 H -0.620 3.879 0.268  0.10
9 H -1.469 2.770 1.213  0.11
10 H 0.843 0.549 2.346  0.13
11 H 1.305 2.505 0.925  0.14
12 H -0.828 0.873 1.937  0.13
13 H 0.922 -0.643 0.023  0.10
14 H 0.634 -2.028 1.829  0.09
15 H -0.235 -3.777 0.786  0.08
16 H -1.646 -2.772 0.229  0.08
17 H -0.081 -2.750 -0.621  0.04
18 H -0.779 -0.385 -0.106  0.11
19 H 0.627 1.625 -1.204  -0.05
20 O 0.672 1.408 -2.138  -0.05
21 H 0.387 -1.794 -2.884  -0.08
22 H 0.432 0.447 -2.108  0.01
23 O 0.283 -1.536 -1.968  -0.37

Its energy above the lowest of the compared OMol25 structures with the same formula, charge and spin is 686.8 kJ/mol. As for the electronic energy: -11006.828 eV. As for the spin multiplicity: 1. Its total charge is 0. The max |F| comes out at 3.16 eV/A. The calculation puts the HOMO energy at -7.472 eV.